[1]
Below is a cluster of 9 separate species, C11H40N14O11 in total in a non-equilibrium geometry, with properties calculated with the ωB97M-V functional and the def2-TZVPD basis.

Computed properties:
SMILES   NC(N)=O.NC(N)=O.NC(N)=O.NC(N)=O.NC(N)=O.NC(N)=O.NC(N)=O.OCCO.OCCO
Charge   0
Max |F|   7.680 eV/A
2S+1   1

Geometry as XYZ:
```
76
Properties=species:S:1:pos:R:3:mulliken_charge:R:1
C 12.7669 12.2178 -22.1658 0.44
O 11.5794 12.4693 -22.0818 -0.76
N 13.5239 12.0557 -21.1472 0.05
N 13.4131 12.1471 -23.3052 -0.18
H 14.5254 12.0179 -21.2717 -0.01
H 13.0794 12.0973 -20.2412 0.15
H 14.4200 12.2139 -23.2634 0.18
H 12.9443 12.3204 -24.1829 0.19
C 16.7888 6.6902 -18.7083 0.72
O 17.7414 7.1880 -18.1602 -0.73
N 16.5087 5.4550 -18.5154 -0.41
N 15.8480 7.3747 -19.2317 -0.22
H 17.2172 4.8989 -18.0583 0.25
H 15.7541 5.0238 -19.0299 0.16
H 15.1905 6.8931 -19.8282 0.22
H 16.0042 8.3680 -19.3267 -0.09
C 22.3209 10.4431 -23.6759 0.71
O 21.7132 9.4466 -24.0711 -0.82
N 22.9870 11.1214 -24.5450 -0.45
N 22.4905 10.7445 -22.4878 -0.24
H 23.3083 12.0045 -24.1748 0.16
H 22.7849 11.1067 -25.5345 0.27
H 22.9777 11.6146 -22.3281 0.16
H 22.0207 10.2058 -21.7742 0.10
C 20.4173 7.7861 -21.0939 0.67
O 20.3452 8.9118 -20.7091 -0.83
N 20.0854 6.7303 -20.4376 -0.37
N 20.9721 7.4234 -22.2071 -0.30
H 20.6709 5.9446 -20.6826 0.16
H 19.6737 6.8642 -19.5251 0.26
H 21.1871 8.0866 -22.9379 0.28
H 21.0570 6.4247 -22.3321 0.14
C 14.6541 15.0513 -22.2871 0.70
O 14.3915 15.2124 -21.1431 -0.63
N 15.6946 14.4448 -22.7666 -0.32
N 13.9586 15.5592 -23.3076 -0.44
H 16.1406 14.7060 -23.6344 0.20
H 16.1127 13.8768 -22.0436 0.18
H 13.3180 16.2486 -22.9409 0.25
H 14.0601 15.3396 -24.2882 0.16
C 20.2926 14.1512 -20.2102 0.67
O 19.7784 15.1100 -20.7620 -0.67
N 21.2719 13.4243 -20.6651 -0.40
N 20.0613 13.8111 -18.9794 -0.34
H 21.3780 13.7053 -21.6294 0.19
H 21.6227 12.5589 -20.2802 0.23
H 19.5216 14.3355 -18.3056 0.21
H 20.6219 13.0156 -18.7093 0.12
C 17.5207 11.3140 -21.1455 0.01
O 16.6082 12.1009 -21.2146 -0.63
N 17.4749 10.2380 -20.4158 0.32
N 18.6618 11.3500 -21.7615 0.10
H 18.3388 9.7196 -20.3442 0.02
H 16.7509 10.2063 -19.7123 -0.09
H 19.4153 10.6775 -21.7513 0.13
H 18.9056 12.3027 -21.9920 0.15
C 15.6222 12.2896 -16.4069 -0.61
C 16.3833 11.2338 -17.2534 -0.12
O 15.5564 10.4658 -18.1526 -0.46
O 15.0557 13.3515 -17.1561 -0.47
H 16.2556 12.8509 -15.7200 0.35
H 14.8399 11.7307 -15.8934 0.30
H 17.1231 10.7040 -16.6533 0.43
H 17.0526 11.7790 -17.9190 0.04
H 14.8878 11.0739 -18.4765 0.24
H 15.7511 13.6857 -17.7273 0.28
C 15.2265 9.5374 -23.6288 -0.16
C 16.6516 9.7138 -24.1170 0.05
O 16.7432 9.3783 -25.5112 -0.63
O 14.9609 8.1853 -23.4731 -0.59
H 14.5471 9.8462 -24.4233 0.25
H 14.9484 10.0000 -22.6818 0.17
H 17.3224 9.0136 -23.6191 0.06
H 17.1255 10.6913 -24.0279 0.24
H 17.6359 9.4387 -25.8591 0.31
H 15.6862 7.7233 -23.0464 0.33
```

[2]
Below is a cluster of 11 separate species, C11H40N20O13 in total in a non-equilibrium geometry, with properties calculated with the ωB97M-V functional and the def2-TZVPD basis.

Computed properties:
Charge   -2
Max |F|   7.461 eV/A
2S+1   1

Geometry as XYZ:
```
84
Properties=species:S:1:pos:R:3:mulliken_charge:R:1
C 0.1378 12.8346 -3.7383 0.42
O 0.9306 13.8278 -3.5807 -0.84
O 0.6247 11.8230 -4.1912 -0.72
O -1.0524 12.8967 -3.4522 -0.79
C -6.0631 12.2729 -2.8902 0.70
O -7.2496 12.1110 -2.7175 -0.68
N -5.3825 13.1296 -2.1430 -0.34
N -5.2211 11.5444 -3.5529 -0.31
H -5.7326 13.7044 -1.3899 0.17
H -4.4817 13.1944 -2.5953 0.14
H -4.2641 11.7823 -3.3346 0.15
H -5.5824 10.8185 -4.1550 0.17
C -2.9268 7.2914 -5.4784 0.73
O -3.5144 6.2555 -5.3040 -0.71
N -2.9731 7.9579 -6.5622 -0.38
N -2.1959 7.8815 -4.6237 -0.31
H -2.4830 8.8129 -6.7830 0.17
H -3.5350 7.5379 -7.2887 0.20
H -1.9523 7.3531 -3.7981 0.17
H -1.7762 8.7797 -4.8165 0.14
C -0.5866 16.8765 2.0264 0.63
O 0.5403 17.2975 2.0116 -0.66
N -1.0009 15.8929 1.2802 -0.38
N -1.4707 17.3435 2.8058 -0.39
H -0.5099 15.6588 0.4292 0.24
H -2.0095 15.8611 1.2378 0.17
H -1.2571 18.2156 3.2683 0.23
H -2.3515 16.8499 2.7796 0.16
C 0.5190 9.0567 0.3296 0.58
O 0.7307 8.0320 0.9395 -0.69
N 0.8480 9.1339 -0.9179 -0.34
N -0.1336 10.1571 0.7003 -0.40
H 0.9516 8.1985 -1.2844 0.20
H 0.5324 9.8525 -1.5536 0.21
H -0.0512 11.0642 0.2640 0.23
H -0.5032 10.0614 1.6354 0.20
C -2.7469 17.3472 -5.4350 0.64
O -3.4481 18.2662 -5.7591 -0.71
N -2.7547 16.7257 -4.2361 -0.42
N -1.9309 16.8054 -6.2295 -0.33
H -2.1825 15.9108 -4.0669 0.22
H -3.6220 16.7529 -3.7192 0.21
H -1.6868 17.3257 -7.0600 0.21
H -1.3675 16.0328 -5.9045 0.15
C 2.7277 18.5650 -2.7481 0.67
O 2.9432 19.7071 -2.5039 -0.71
N 2.2765 18.2380 -3.9081 -0.38
N 2.7040 17.5955 -1.9249 -0.31
H 1.8536 17.3254 -3.9999 0.20
H 2.1022 18.9952 -4.5534 0.20
H 2.3190 16.7007 -2.1917 0.13
H 2.8850 17.6972 -0.9365 0.19
C 4.3716 8.5041 -4.4705 0.70
O 5.1057 7.5667 -4.1642 -0.75
N 4.7802 9.7075 -4.3673 -0.34
N 3.2149 8.3071 -4.9398 -0.34
H 3.9945 10.3369 -4.2859 0.17
H 5.7450 9.9643 -4.2144 0.19
H 2.8595 7.3699 -5.0642 0.20
H 2.5765 9.0812 -5.0550 0.17
C 5.4887 14.2079 0.3780 0.72
O 6.1404 13.8327 1.2786 -0.65
N 5.7023 15.3671 -0.1870 -0.41
N 4.7697 13.5227 -0.4165 -0.35
H 6.4510 15.9223 0.2021 0.21
H 5.3949 15.3554 -1.1490 0.17
H 4.2229 13.9447 -1.1534 0.16
H 4.8457 12.5246 -0.2817 0.17
C -3.0429 13.4512 -8.6620 0.72
O -3.0477 13.6169 -9.8801 -0.74
N -2.0799 12.9045 -8.0561 -0.34
N -3.9801 13.7329 -7.8704 -0.37
H -1.2039 12.8049 -8.5489 0.18
H -2.0522 12.8048 -7.0515 0.13
H -4.6665 14.3487 -8.2824 0.23
H -3.7510 13.6458 -6.8906 0.18
C 4.0657 13.2426 -7.6610 0.61
O 4.9628 13.4834 -8.4582 -0.71
N 3.2667 12.1293 -7.5196 -0.36
N 3.7632 14.1088 -6.7368 -0.32
H 3.5079 11.2968 -8.0382 0.20
H 2.6501 12.0587 -6.7228 0.21
H 4.2786 14.9769 -6.7687 0.17
H 3.1550 13.9027 -5.9573 0.18
```

[3]
Below is a cluster of 9 separate species, C11H40O9 in total in a non-equilibrium geometry, with properties calculated with the ωB97M-V functional and the def2-TZVPD basis.

Computed properties:
SMILES   CCO.CCO.CO.CO.CO.CO.CO.CO.CO
Charge   0
Max |F|   5.493 eV/A
2S+1   1

Geometry as XYZ:
```
60
Properties=species:S:1:pos:R:3:nbo_charge:R:1
C 0.9017 1.1691 -1.6878 -0.65
C 0.6986 0.0475 -0.7329 -0.09
O -0.4302 0.3752 0.1184 -0.76
H 0.9900 2.1617 -1.2798 0.23
H 0.0481 1.2691 -2.3269 0.21
H 1.7551 1.0703 -2.3209 0.22
H 1.6259 -0.4029 -0.2681 0.19
H 0.1581 -0.7645 -1.1252 0.18
H -1.1798 -0.1098 -0.1654 0.49
C -1.3616 -3.0958 -2.7837 -0.64
C -2.3955 -2.7754 -1.6223 -0.05
O -2.7804 -4.0246 -1.0939 -0.72
H -1.8317 -3.7469 -3.5101 0.21
H -0.5206 -3.6278 -2.2700 0.21
H -0.9581 -2.2847 -3.3799 0.20
H -3.3634 -2.3007 -2.0208 0.16
H -1.8806 -2.1291 -0.9567 0.15
H -3.6567 -4.1551 -1.4083 0.47
C 3.1730 -2.1696 -1.7939 -0.26
O 4.5558 -2.4690 -1.5952 -0.72
H 3.2350 -1.0774 -1.9045 0.17
H 2.5881 -2.1522 -0.9055 0.17
H 2.7786 -2.5353 -2.6846 0.18
H 4.6673 -3.2815 -1.1540 0.46
C -2.1851 3.4053 0.8801 -0.25
O -2.4764 4.2308 2.0421 -0.73
H -1.1804 3.1842 0.8164 0.19
H -2.5000 3.9922 0.0331 0.17
H -2.8891 2.5280 0.8804 0.15
H -1.6908 4.1914 2.5740 0.47
C -2.9345 1.5012 -1.7300 -0.25
O -3.3703 0.6127 -0.7796 -0.74
H -3.8238 2.2834 -1.7609 0.16
H -2.8131 1.0993 -2.7214 0.17
H -1.9367 1.8901 -1.4729 0.17
H -4.1002 1.0457 -0.3690 0.48
C -2.0858 0.7079 2.8072 -0.24
O -1.1067 -0.2507 3.0587 -0.71
H -2.4758 0.7186 3.7659 0.17
H -2.7390 0.5511 1.9698 0.16
H -1.5225 1.6820 2.6167 0.17
H -1.5048 -0.7218 3.7292 0.46
C 1.8614 1.4484 2.1358 -0.21
O 0.9896 2.1736 1.4153 -0.76
H 2.6023 2.1126 2.3609 0.17
H 2.3285 0.6048 1.5920 0.13
H 1.4125 1.0745 2.9181 0.16
H 0.4460 1.5970 0.8578 0.49
C -0.0788 -3.2140 1.3732 -0.24
O -0.2163 -3.9819 2.5518 -0.72
H -0.6385 -2.3387 1.4113 0.17
H -0.4094 -3.8020 0.4566 0.18
H 0.9392 -2.9812 1.2831 0.15
H 0.3465 -3.6271 3.2171 0.46
C 4.3921 2.9156 0.1303 -0.25
O 4.9099 1.7475 0.7554 -0.72
H 5.1308 3.5056 -0.3452 0.17
H 3.8473 3.4577 0.9618 0.18
H 3.6457 2.5440 -0.5478 0.16
H 5.0098 1.1218 0.0048 0.46
```

[4]
Below is a cluster of 12 separate species, C11H44ClN22O15 in total in a non-equilibrium geometry, with properties calculated with the ωB97M-V functional and the def2-TZVPD basis.

Computed properties:
Charge   -1
Max |F|   11.951 eV/A
2S+1   1

Geometry as XYZ:
```
93
Properties=species:S:1:pos:R:3:mulliken_charge:R:1
Cl -0.1961 0.2047 -0.8644 1.55
O 0.3410 1.2594 -0.0911 -0.63
O -1.5756 0.6304 -1.0431 -0.67
O 0.5116 0.2789 -2.1515 -0.66
O -0.1243 -1.1254 -0.3515 -0.59
C 0.0374 -2.3827 -8.7726 0.62
O -1.0271 -2.8098 -8.4547 -0.62
N 0.8026 -1.6596 -8.0281 -0.37
N 0.6769 -2.7019 -9.9032 -0.42
H 1.7431 -1.3686 -8.2533 0.16
H 0.4590 -1.5429 -7.0855 0.22
H 1.5912 -2.3172 -10.0933 0.17
H 0.0311 -3.1048 -10.5670 0.23
C -5.2933 -3.2901 2.5210 0.64
O -6.0503 -3.8051 3.3260 -0.68
N -5.3919 -3.4009 1.2683 -0.36
N -4.1542 -2.7001 2.7430 -0.38
H -6.0871 -4.0454 0.9197 0.23
H -4.6037 -3.1490 0.6891 0.16
H -3.5445 -2.4022 1.9949 0.17
H -4.0730 -2.3714 3.6945 0.21
C 5.3369 2.9839 4.3322 0.59
O 5.7933 1.9098 4.0176 -0.67
N 4.9486 3.8453 3.5078 -0.44
N 5.3433 3.5954 5.4007 -0.43
H 4.6793 3.4434 2.6211 0.25
H 4.4818 4.5638 4.0424 0.24
H 5.6186 4.5615 5.2957 0.23
H 5.5376 3.0876 6.2518 0.21
C -4.1379 7.1345 0.7837 0.63
O -3.5106 7.5830 -0.1634 -0.68
N -4.7555 8.0132 1.6178 -0.41
N -4.1474 5.9538 1.1605 -0.35
H -5.1650 7.6989 2.4859 0.16
H -4.7625 8.9828 1.3353 0.21
H -3.6754 5.3088 0.5430 0.24
H -4.7863 5.5427 1.8260 0.20
C 6.6426 -0.1422 -2.2972 0.63
O 7.8294 -0.3132 -2.3621 -0.67
N 5.9802 0.1285 -1.2665 -0.36
N 5.8884 0.1349 -3.3178 -0.36
H 6.4704 0.0872 -0.3844 0.20
H 4.9749 0.0323 -1.2571 0.19
H 6.2526 -0.0454 -4.2424 0.20
H 4.8939 0.2574 -3.1904 0.17
C -0.1154 5.7190 5.7140 0.65
O -0.3532 6.8816 5.8796 -0.66
N 0.3310 4.8197 6.5981 -0.42
N 0.0328 5.2650 4.5598 -0.37
H 0.1270 5.1970 7.5125 0.22
H 0.8559 3.9951 6.3440 0.20
H 0.3703 4.3519 4.2909 0.17
H -0.3239 5.9116 3.8707 0.21
C -6.2467 -0.7065 -4.5744 0.65
O -6.9937 -1.4429 -5.1817 -0.65
N -6.6001 -0.1863 -3.4112 -0.43
N -4.9747 -0.6198 -4.8156 -0.41
H -6.0834 0.4512 -2.8224 0.20
H -7.3928 -0.6409 -2.9810 0.21
H -4.4652 -0.3052 -4.0023 0.19
H -4.5397 -1.3036 -5.4182 0.24
C 2.7127 -6.4510 2.9679 0.63
O 3.4205 -5.4934 3.1760 -0.63
N 1.6551 -6.6035 2.2052 -0.40
N 2.9385 -7.6062 3.5342 -0.38
H 1.2343 -7.5210 2.1703 0.18
H 1.4084 -5.6729 1.8997 0.25
H 3.8893 -7.9229 3.6602 0.22
H 2.1910 -8.2507 3.3201 0.13
C -2.5695 -6.6914 -3.9298 0.59
O -3.2040 -7.4850 -4.4846 -0.61
N -3.0065 -5.4962 -3.7506 -0.36
N -1.3932 -6.9367 -3.4532 -0.42
H -4.0028 -5.3303 -3.7484 0.21
H -2.3985 -4.8401 -3.2817 0.16
H -0.7173 -6.2069 -3.2780 0.20
H -1.0620 -7.8474 -3.7380 0.23
C 3.5921 5.0013 -4.5896 0.70
O 4.3437 5.8799 -5.0945 -0.72
N 2.7439 4.2637 -5.1698 -0.42
N 3.4777 4.7908 -3.3458 -0.43
H 2.3428 3.4882 -4.6620 0.20
H 2.6316 4.5900 -6.1190 0.22
H 3.8364 5.6360 -2.9251 0.24
H 2.6816 4.2644 -3.0153 0.21
C -0.5228 -1.2966 7.5945 0.66
O -1.7191 -1.3630 7.3191 -0.65
N -0.0864 -1.3473 8.8131 -0.40
N 0.4751 -1.4559 6.6900 -0.42
H -0.7872 -1.3955 9.5387 0.22
H 0.8945 -1.2354 9.0265 0.17
H 0.2255 -1.6718 5.7355 0.23
H 1.3417 -1.7241 7.1341 0.18
```

The records above give, respectively, E_HOMO values of -8.70; -0.90; -9.63; -6.75 eV.
The records above give, respectively, energy above the lowest of the compared OMol25 structures with the same formula, charge and spin values of 4.876; 11.377; 7.112; 12.818 eV.
The records above give, respectively, Kohn-Sham gap values of 8.5363; 4.3099; 10.0629; 8.1403 eV.